Molecular formula: H4O2
Method: DFT, ωB97M-V with the def2-TZVPD basis set

Calculated values
Gap between HOMO and LUMO, eV: 11.71
LUMO level, eV: 0.62
ΔE to the lowest compared entry with this formula, charge and spin, eV: 0.210
Molecular weight, g mol⁻¹: 36.0
Structure (SMILES): O.O
Calculated total energy, eV: -4159.729
HOMO energy, hartree: -0.40727

```
! RIJCOSX wB97M-V def2-TZVPD def2/J DEFGRID3
* xyz 0 1
H -1.5862 1.4491 0.4002
H -1.2651 0.3204 -0.5365
H 0.6063 -0.2202 0.3605
H 0.5549 -1.8587 0.3567
O -0.8239 1.1127 -0.1098
O 1.0352 -1.0740 0.0372
*
```

Results of the Mulliken charge analysis, in e, for atoms 1 through 5: number 1, H, carries 0.332; number 2, H, carries 0.347; number 3, H, carries 0.378; number 4, H, carries 0.306; number 5, O, carries -0.689


Molecular formula: H4O2
Method: DFT, ωB97M-V with the def2-TZVPD basis set

Calculated values
Gap between HOMO and LUMO, eV: 11.63
LUMO level, eV: 0.71
ΔE to the lowest compared entry with this formula, charge and spin, eV: 0.187
Molecular weight, g mol⁻¹: 36.0
Structure (SMILES): O.O
Calculated total energy, eV: -4159.752
HOMO energy, hartree: -0.40107

```
! RIJCOSX wB97M-V def2-TZVPD def2/J DEFGRID3
* xyz 0 1
H 1.0804 -1.4438 -0.5392
H -0.4809 -1.5841 -0.2149
H -0.4332 1.8534 0.1254
H 0.1153 0.4278 0.2846
O 0.2254 -1.1313 -0.7689
O -0.2606 1.2247 0.8119
*
```

Results of the Mulliken charge analysis, in e, for atoms 1 through 5: number 1, H, carries 0.341; number 2, H, carries 0.362; number 3, H, carries 0.305; number 4, H, carries 0.388; number 5, O, carries -0.727


Molecular formula: H4O2
Method: DFT, ωB97M-V with the def2-TZVPD basis set

Calculated values
Gap between HOMO and LUMO, eV: 10.51
LUMO level, eV: 0.46
ΔE to the lowest compared entry with this formula, charge and spin, eV: 1.195
Molecular weight, g mol⁻¹: 36.0
Structure (SMILES): O.O
Calculated total energy, eV: -4158.744
HOMO energy, hartree: -0.36942

```
! RIJCOSX wB97M-V def2-TZVPD def2/J DEFGRID3
* xyz 0 1
O -0.4472 -1.3167 -0.3011
H -0.4382 -0.3612 -0.2446
H -0.0271 -1.6089 0.5079
O 0.2610 0.7141 0.0842
H 0.0312 1.1902 -0.7138
H 0.6202 1.3827 0.6675
*
```

Results of the Mulliken charge analysis, in e, for atoms 1 through 5: number 1, O, carries -0.719; number 2, H, carries 0.441; number 3, H, carries 0.266; number 4, O, carries -0.611; number 5, H, carries 0.312


Molecular formula: H4O2P2
Method: DFT, ωB97M-V with the def2-TZVPD basis set

Calculated values
Gap between HOMO and LUMO, eV: 9.15
LUMO level, eV: -0.36
ΔE to the lowest compared entry with this formula, charge and spin, eV: 1.193
Molecular weight, g mol⁻¹: 98.0
Structure (SMILES): O=[P@@H](O)P
Calculated total energy, eV: -22736.744
HOMO energy, hartree: -0.34964

```
! RIJCOSX wB97M-V def2-TZVPD def2/J DEFGRID3
* xyz 0 1
O -1.1679 0.6691 0.3301
O 0.4653 2.1879 -0.8413
P 1.0737 -1.5228 -0.2122
P 0.3170 0.8692 -0.1398
H -1.9852 0.8640 -0.1067
H 0.3391 -1.9608 0.8306
H 0.1436 -2.0976 -1.0353
H 0.8144 0.9909 1.1746
*
```

Results of the Mulliken charge analysis, in e, for atoms 1 through 5: number 1, O, carries -0.449; number 2, O, carries -0.562; number 3, P, carries -0.077; number 4, P, carries 0.585; number 5, H, carries 0.336


Molecular formula: H4O2Si
Method: DFT, ωB97M-V with the def2-TZVPD basis set

Calculated values
Gap between HOMO and LUMO (spin up / spin down), eV: 7.18 / 6.22
LUMO level (spin up / spin down), eV: 0.74 / -4.69
ΔE to the lowest compared entry with this formula, charge and spin, eV: 0.587
Molecular weight, g mol⁻¹: 64.1
<S²>: 2.017
Calculated total energy, eV: -12032.151
HOMO energy (spin up / spin down), hartree: -0.23662 / -0.40099

```
! RIJCOSX wB97M-V def2-TZVPD def2/J DEFGRID3
* xyz 0 3
O -1.3619 0.2001 -1.3673
O 1.3291 0.2271 1.4408
Si -0.0140 0.2441 0.0146
H -1.7221 -0.6452 -1.7264
H 0.1094 -1.2221 0.0312
H -0.1788 1.7439 0.1753
H 1.8384 -0.5479 1.4318
*
```

Results of the Mulliken charge analysis, in e, for atoms 1 through 5: number 1, O, carries -0.497; number 2, O, carries -0.397; number 3, Si, carries 0.300; number 4, H, carries 0.314; number 5, H, carries 0.005


Molecular formula: H4O2Tl
Method: DFT, ωB97M-V with the def2-TZVPD basis set

Calculated values
Gap between HOMO and LUMO, eV: 4.18
LUMO level, eV: -23.43
ΔE to the lowest compared entry with this formula, charge and spin, eV: 1.636
Molecular weight, g mol⁻¹: 240.4
Calculated total energy, eV: -8807.882
HOMO energy, hartree: -1.01465

```
! RIJCOSX wB97M-V def2-TZVPD def2/J DEFGRID3
* xyz 3 1
Tl -0.2861 -0.3793 -1.1211
O 1.2392 -2.1968 0.5596
H 2.0291 -1.8247 1.0504
H 1.4139 -3.1849 0.4872
O -1.3778 2.1345 -0.3470
H -1.9710 2.6582 -0.9621
H -1.0473 2.7930 0.3331
*
```

Results of the Mulliken charge analysis, in e, for atoms 1 through 5: number 1, Tl, carries 1.724; number 2, O, carries -0.284; number 3, H, carries 0.470; number 4, H, carries 0.465; number 5, O, carries -0.300